C50H142N8O26 | ωB97M-V/def2-TZVPD

```
226
Properties=species:S:1:pos:R:3:mulliken_charge:R:1
C -2.194 -3.525 -4.012 0.268
C -3.591 -3.740 -3.490 -1.177
O -3.972 -2.903 -2.397 -0.452
O -1.204 -4.232 -3.287 0.012
H -1.990 -2.424 -3.968 -0.160
H -2.164 -3.774 -5.087 0.523
H -3.793 -4.818 -3.215 0.108
H -4.329 -3.487 -4.270 0.589
H -3.461 -3.204 -1.631 0.067
H -1.520 -4.397 -2.394 0.146
C -4.095 -5.692 -0.141 -0.366
C -2.683 -5.896 -0.586 -0.376
O -2.021 -4.697 -0.796 -0.133
O -4.542 -6.896 0.489 -0.590
H -4.746 -5.466 -1.001 0.227
H -4.110 -4.918 0.663 0.106
H -2.652 -6.397 -1.588 0.389
H -2.177 -6.437 0.180 0.445
H -1.639 -4.373 0.107 -0.202
H -5.430 -6.695 0.838 0.345
C 2.922 0.045 6.488 -0.746
C 2.861 -0.608 5.101 -0.169
O 1.780 -0.189 4.299 0.237
O 4.113 -0.020 7.219 -0.560
H 2.078 -0.226 7.104 0.307
H 2.805 1.129 6.432 0.275
H 2.782 -1.672 5.255 0.351
H 3.856 -0.424 4.677 0.331
H 1.068 -0.841 4.461 -0.278
H 4.365 -0.910 7.419 0.317
C -4.269 4.918 -1.303 0.293
C -5.247 3.790 -1.737 -0.741
O -4.757 2.513 -1.203 -0.408
O -4.171 4.793 0.050 -0.329
H -4.631 5.961 -1.510 0.439
H -3.362 4.805 -1.857 -0.226
H -5.199 3.722 -2.848 0.269
H -6.296 3.775 -1.492 0.283
H -4.343 2.765 -0.394 0.058
H -3.632 5.519 0.414 0.379
C -4.591 -1.094 -0.051 -0.406
C -5.277 -0.643 1.268 -1.172
O -4.761 0.520 1.786 -0.244
O -3.192 -1.364 0.200 1.715
H -4.662 -0.273 -0.777 0.129
H -4.935 -2.025 -0.476 0.546
H -5.283 -1.432 2.027 0.317
H -6.322 -0.547 0.928 0.509
H -5.252 1.275 1.445 0.058
H -2.647 -0.550 0.122 -0.754
C 4.619 3.140 -2.631 -0.628
C 5.942 2.462 -3.058 -0.623
O 6.559 1.779 -2.047 -0.635
O 3.637 2.135 -2.212 0.750
H 4.188 3.748 -3.447 0.335
H 4.734 3.755 -1.787 0.502
H 6.560 3.273 -3.399 0.491
H 5.714 1.844 -3.959 0.060
H 6.296 0.833 -2.115 0.376
H 3.545 1.481 -2.929 -0.229
C -2.078 -0.769 3.696 1.430
C -1.702 -1.083 5.139 -0.843
O -0.500 -1.754 5.151 -0.474
O -2.470 -2.002 3.059 -0.382
H -1.171 -0.405 3.247 -0.747
H -2.867 0.011 3.559 -0.126
H -2.512 -1.598 5.722 0.377
H -1.602 -0.096 5.732 0.301
H -0.733 -2.679 4.941 0.358
H -2.582 -1.801 2.152 -0.356
C -5.869 3.140 3.955 0.135
C -4.957 4.237 3.480 -0.457
O -3.702 3.606 3.341 -0.128
O -5.399 2.725 5.199 -0.578
H -5.835 2.305 3.223 -0.210
H -6.910 3.443 4.045 0.432
H -4.983 5.081 4.257 0.248
H -5.219 4.695 2.481 0.168
H -3.472 3.095 4.135 0.226
H -5.622 1.834 5.501 0.319
C 4.045 1.536 1.921 -0.160
C 3.475 2.595 2.795 -0.506
O 2.082 2.475 2.963 0.032
O 3.365 1.426 0.682 0.150
H 3.901 0.550 2.335 -0.317
H 5.174 1.580 1.740 0.373
H 3.649 3.547 2.217 0.221
H 4.057 2.694 3.705 0.370
H 1.865 1.538 3.247 -0.077
H 3.834 1.884 -0.028 -0.254
C 5.055 -2.345 -5.305 -1.114
C 4.526 -1.168 -4.550 0.547
C 3.060 -0.778 -4.829 0.094
O 2.773 0.466 -4.199 -0.281
C 1.463 0.991 -4.488 -0.226
N 4.580 -1.477 -3.129 -0.168
H 4.470 -3.177 -5.064 0.048
H 6.146 -2.488 -5.156 0.283
H 4.922 -2.341 -6.402 0.410
H 5.137 -0.235 -4.798 -0.222
H 2.316 -1.479 -4.419 -0.315
H 2.933 -0.672 -5.919 0.463
H 1.534 1.562 -5.416 0.572
H 1.194 1.617 -3.628 -0.568
H 0.743 0.154 -4.617 0.199
H 4.055 -0.849 -2.496 -0.123
H 4.083 -2.402 -3.039 -0.002
C 0.506 -6.063 1.427 -1.379
C -0.399 -5.160 2.324 0.952
C 0.275 -5.070 3.679 -0.765
O -0.610 -4.511 4.662 -0.414
C -1.804 -5.285 4.841 -0.741
N -0.740 -3.897 1.649 0.660
H 1.571 -5.947 1.710 0.283
H 0.382 -5.750 0.391 0.079
H 0.263 -7.120 1.549 0.416
H -1.446 -5.694 2.500 0.265
H 1.141 -4.379 3.699 -0.112
H 0.567 -5.979 4.169 0.407
H -2.534 -5.204 4.046 0.211
H -2.246 -4.934 5.817 0.272
H -1.510 -6.342 4.949 0.362
H 0.160 -3.584 1.255 -0.435
H -1.177 -3.341 2.287 -0.116
C -0.693 -1.088 -1.859 -0.430
C 0.338 -0.204 -1.116 1.688
C -0.239 0.170 0.271 0.359
O -1.404 0.945 0.157 0.631
C -1.723 1.976 1.108 0.949
N 1.648 -0.920 -1.044 1.069
H -0.818 -1.955 -1.223 -0.471
H -0.384 -1.487 -2.806 0.545
H -1.611 -0.487 -1.835 -0.174
H 0.412 0.751 -1.679 -1.365
H 0.489 0.757 0.871 -0.254
H -0.479 -0.787 0.770 -0.537
H -2.444 2.626 0.653 -0.607
H -0.794 2.542 1.382 -0.418
H -2.026 1.497 2.043 -0.442
H 2.481 -0.424 -0.812 0.243
H 1.819 -1.411 -1.936 -1.285
C 2.489 -6.467 -3.220 -1.713
C 2.458 -5.036 -3.775 1.224
C 1.642 -5.023 -5.119 -0.717
O 1.969 -3.866 -5.806 -0.256
C 0.975 -3.223 -6.534 -0.502
N 1.882 -4.044 -2.795 1.133
H 3.012 -6.487 -2.295 0.378
H 3.156 -7.097 -3.851 0.457
H 1.426 -6.886 -3.290 0.270
H 3.484 -4.663 -4.098 -0.364
H 0.566 -5.054 -4.956 0.043
H 1.781 -5.919 -5.669 0.495
H 1.464 -2.413 -7.092 0.214
H 0.217 -2.914 -5.779 0.021
H 0.555 -3.902 -7.277 0.357
H 2.405 -4.111 -1.917 -0.591
H 0.957 -4.291 -2.551 -0.297
C 0.216 4.671 5.666 -1.283
C -0.248 5.801 4.691 -0.106
C 0.955 6.325 3.898 0.113
O 1.918 6.825 4.761 -0.421
C 2.903 7.502 3.993 -0.667
N -1.178 5.390 3.663 -0.129
H 0.494 3.815 5.003 0.092
H -0.634 4.363 6.214 0.413
H 1.042 4.926 6.255 0.453
H -0.649 6.690 5.193 0.466
H 0.671 7.084 3.185 0.182
H 1.374 5.487 3.303 -0.009
H 3.323 6.837 3.251 0.246
H 3.714 7.793 4.684 0.294
H 2.532 8.426 3.528 0.266
H -0.988 4.410 3.391 -0.359
H -2.148 5.344 4.021 0.240
C -3.002 0.559 -4.587 -1.301
C -3.425 1.982 -4.491 2.597
C -2.336 2.918 -5.128 -1.503
O -1.087 2.738 -4.493 -0.351
C -0.954 3.188 -3.129 0.022
N -4.730 2.318 -5.109 -0.769
H -2.065 0.343 -4.046 -0.122
H -2.969 0.210 -5.632 0.254
H -3.836 0.040 -4.160 0.550
H -3.509 2.342 -3.428 -1.160
H -2.574 3.900 -5.230 0.487
H -2.195 2.585 -6.139 0.440
H -1.137 2.380 -2.440 -0.292
H -1.707 3.987 -3.007 0.489
H 0.126 3.560 -2.979 -0.156
H -4.678 1.889 -6.043 0.310
H -5.533 1.812 -4.732 0.305
C 3.797 -3.877 2.790 -1.513
C 3.474 -2.890 1.627 1.159
C 3.822 -3.486 0.297 0.581
O 5.225 -3.814 0.205 -0.438
C 5.712 -4.481 -0.872 -0.562
N 2.077 -2.528 1.458 1.700
H 4.913 -4.032 2.744 0.460
H 3.401 -4.864 2.771 0.256
H 3.600 -3.370 3.777 0.088
H 4.041 -1.980 1.841 -0.082
H 3.617 -2.788 -0.486 -0.630
H 3.126 -4.395 0.035 -0.255
H 6.755 -4.602 -0.816 0.405
H 5.652 -3.870 -1.762 0.052
H 5.280 -5.494 -1.122 0.224
H 1.625 -1.901 2.166 -0.013
H 2.048 -1.907 0.656 -0.864
C 0.068 7.489 0.215 -1.405
C -1.053 6.433 -0.067 0.368
C -0.567 5.062 0.085 1.928
O 0.494 4.975 -0.859 -0.583
C 1.520 3.968 -0.704 -0.664
N -2.193 6.600 0.836 -0.331
H 0.570 7.337 1.191 -0.013
H -0.452 8.454 0.141 0.548
H 0.704 7.499 -0.662 0.394
H -1.366 6.530 -1.115 0.167
H -1.323 4.275 0.019 -1.335
H -0.186 4.931 1.086 -0.218
H 2.153 4.091 -1.576 0.475
H 1.131 2.952 -0.688 0.227
H 2.027 4.174 0.276 0.178
H -1.891 6.307 1.758 0.154
H -2.436 7.531 0.941 0.289
```

Properties
- frontier orbital gap (eV) = 9.33

---

CH3OP | ωB97M-V/def2-TZVPD

```
6
Properties=species:S:1:pos:R:3:lowdin_spin:R:1
C 0.588 0.193 0.389 0.611
O -0.377 0.976 -0.231 0.353
P -1.289 -0.515 0.130 0.899
H 1.122 -0.253 -0.337 0.042
H 1.030 0.595 1.266 0.032
H -1.073 -0.996 -1.218 0.064
```

Properties
- spin multiplicity = 3
- frontier orbital gap (alpha / beta) (eV) = 7.12 / 7.49
- energy relative to the best compared isomer or geometry (same formula, charge and spin) (kJ/mol) = 178.6
- ⟨S²⟩ = 2.005